Computed, not measured: a molecular structure, C22H17F5N4O13TeV in a non-equilibrium geometry, with ωB97M-V/def2-TZVPD.

Summary:
Multiplicity ... 1
Net charge ... -1
Energy relative to the best compared isomer or geometry (same formula, charge and spin) ... 50.72 kJ/mol
Highest occupied orbital energy ... -7.24 eV
Molecular weight ... 818.927 g/mol
LUMO energy ... 0.56 eV
Largest force on an atom ... 0.02467 Eh/bohr

Last column: Löwdin charge in e.
CARTESIAN COORDINATES (ANGSTROEM)
V -0.436 0.259 -0.423  1.12
O 1.358 3.547 1.149  0.07
C 0.469 2.766 0.861  -0.54
O 0.651 1.493 0.701  -0.13
C -0.947 3.279 0.692  -0.02
C -1.133 4.645 0.735  0.09
C -2.401 5.184 0.590  -0.13
C -3.504 4.380 0.393  0.08
C -3.320 3.015 0.387  -0.04
C -2.051 2.407 0.533  -0.23
O -1.925 1.110 0.519  -0.21
N -4.513 2.205 0.154  -0.33
O -5.351 2.642 -0.606  0.10
O -4.602 1.125 0.721  -0.02
N -2.586 6.634 0.637  -0.36
O -3.720 7.066 0.534  0.06
O -1.598 7.328 0.776  0.08
H -0.270 5.278 0.884  0.13
H -4.485 4.805 0.248  0.13
O -0.555 -0.549 1.804  -0.14
C -0.198 -1.839 2.329  -0.22
C 1.125 -1.720 3.060  -0.15
C 2.305 -1.333 2.161  -0.13
C 2.614 -2.410 1.163  -0.28
C 3.632 -3.336 1.376  -0.02
C 3.824 -4.350 0.454  -0.07
C 2.986 -4.423 -0.648  -0.07
C 2.001 -3.458 -0.784  -0.12
N 1.823 -2.470 0.089  0.13
H -1.521 -0.475 1.854  0.06
H -0.162 -2.563 1.513  0.11
H -0.978 -2.153 3.025  0.12
H 1.336 -2.673 3.556  0.12
H 1.014 -0.963 3.839  0.12
H 3.184 -1.146 2.783  0.12
H 2.065 -0.404 1.643  0.10
H 4.265 -3.249 2.250  0.11
H 4.616 -5.076 0.594  0.10
H 3.094 -5.202 -1.390  0.10
H 1.333 -3.458 -1.639  0.12
F -5.402 -1.890 0.268  -0.43
Te -3.758 -1.345 -0.405  2.03
F -3.185 -1.491 1.462  -0.49
F -1.235 1.141 -1.747  -0.30
F -4.535 -1.734 -2.132  -0.53
F -3.130 -3.089 -0.513  -0.42
O -1.007 -1.191 -0.631  -0.34
O 1.838 -1.197 -3.005  0.11
C 1.997 -0.478 -2.051  -0.52
O 1.039 0.251 -1.506  -0.14
C 3.355 -0.277 -1.432  -0.12
C 3.593 0.736 -0.511  0.02
C 4.843 0.848 0.081  0.03
C 5.822 -0.065 -0.265  -0.14
C 5.613 -1.069 -1.197  0.01
C 4.368 -1.163 -1.788  0.00
N 7.142 0.027 0.385  -0.35
O 7.310 0.902 1.211  0.07
O 8.002 -0.761 0.038  0.06
H 2.799 1.416 -0.233  0.11
H 5.051 1.620 0.807  0.12
H 6.411 -1.755 -1.436  0.12
H 4.152 -1.934 -2.514  0.12



Computed, not measured: C6H9N2P in the gas phase in a non-equilibrium geometry, with ωB97M-V/def2-TZVPD.

Summary:
SMILES ... Cc1nc(C)pc(C)n1
Multiplicity ... 1
Net charge ... 0
Energy relative to the best compared isomer or geometry (same formula, charge and spin) ... 113.57 kJ/mol
Highest occupied orbital energy ... -8.27 eV
Molecular weight ... 140.126 g/mol
LUMO energy ... -0.22 eV
Largest force on an atom ... 0.09393 Eh/bohr

Last column: Löwdin charge in e.
CARTESIAN COORDINATES (ANGSTROEM)
C 1.824 -1.771 0.485  -0.03
C 0.753 -0.753 0.273  -0.41
N -0.474 -1.127 0.199  0.08
C -1.576 -0.364 0.112  -0.73
C -2.825 -1.116 -0.266  -0.14
P -1.693 1.313 0.471  0.96
C 0.540 1.561 0.114  -0.37
C 0.942 2.948 -0.149  -0.12
N 1.229 0.518 0.073  0.09
H 1.394 -2.757 0.636  0.08
H 2.426 -1.495 1.348  0.08
H 2.484 -1.785 -0.384  0.08
H -2.567 -2.030 -0.798  0.07
H -3.463 -0.493 -0.894  0.06
H -3.403 -1.391 0.618  0.07
H 0.080 3.556 -0.420  0.06
H 1.685 2.995 -0.946  0.08
H 1.393 3.359 0.757  0.08



Computed, not measured: C9H9N3O in the gas phase in a non-equilibrium geometry, with ωB97M-V/def2-TZVPD.

Summary:
SMILES ... CN(N=O)[C@H](C#N)c1ccccc1
Multiplicity ... 1
Net charge ... 0
Energy relative to the best compared isomer or geometry (same formula, charge and spin) ... 451.80 kJ/mol
Highest occupied orbital energy ... -8.91 eV
Molecular weight ... 175.191 g/mol
LUMO energy ... 0.08 eV
Largest force on an atom ... 0.09118 Eh/bohr

Last column: Löwdin charge in e.
CARTESIAN COORDINATES (ANGSTROEM)
C 1.978 -0.803 0.886  -0.04
N 2.147 -0.290 -0.436  -0.11
N 3.099 -0.381 -1.285  -0.15
O 3.945 -1.239 -1.253  -0.04
C 1.005 0.855 -1.081  -0.10
C 1.597 2.103 -0.593  -0.20
N 1.934 3.130 -0.200  0.17
C -0.409 0.412 -0.671  -0.20
C -1.054 -0.505 -1.494  -0.03
C -2.297 -1.070 -1.048  -0.06
C -2.887 -0.659 0.157  -0.07
C -2.221 0.316 0.916  -0.08
C -1.001 0.874 0.544  -0.02
H 2.089 -0.215 1.754  0.07
H 0.903 -1.264 0.982  0.13
H 2.786 -1.479 1.015  0.07
H 1.093 0.860 -2.234  0.17
H -0.603 -1.088 -2.226  0.09
H -2.750 -1.783 -1.819  0.13
H -3.785 -1.159 0.513  0.10
H -2.669 0.722 1.773  0.09
H -0.571 1.372 1.341  0.09



Computed, not measured: C16H26N2O3S in the gas phase, with ωB97M-V/def2-TZVPD.

Summary:
SMILES ... CCCC[C@H](CC)C(=O)NCCc1ccc(S(N)(=O)=O)cc1
Multiplicity ... 1
Net charge ... 0
Energy relative to the best compared isomer or geometry (same formula, charge and spin) ... 119.30 kJ/mol
Highest occupied orbital energy ... -9.53 eV
Molecular weight ... 326.462 g/mol
LUMO energy ... 0.52 eV
Largest force on an atom ... 0.01823 Eh/bohr

Last column: Löwdin charge in e.
CARTESIAN COORDINATES (ANGSTROEM)
C -1.713 0.270 1.946  -0.08
C -0.658 1.179 1.325  -0.25
C -1.264 2.347 0.547  -0.20
C -2.040 1.935 -0.704  -0.16
C -1.151 1.359 -1.811  -0.25
C -1.716 1.667 -3.211  -0.21
C -1.466 3.109 -3.639  -0.10
C -1.049 -0.158 -1.701  -0.47
O -1.897 -0.864 -1.199  0.07
N 0.057 -0.671 -2.298  0.07
C 0.300 -2.088 -2.401  -0.17
C 1.622 -2.497 -1.735  -0.13
C 1.638 -2.075 -0.294  -0.23
C 0.832 -2.730 0.632  -0.01
C 0.790 -2.307 1.948  -0.05
C 1.557 -1.227 2.331  -0.31
S 1.489 -0.652 4.010  0.61
N 2.835 -1.434 4.666  -0.06
O 0.318 -1.170 4.655  -0.30
O 1.753 0.757 4.051  -0.30
C 2.371 -0.566 1.435  -0.06
C 2.408 -0.993 0.119  -0.03
H -1.258 -0.383 2.686  0.05
H -2.185 -0.346 1.184  0.06
H -2.478 0.862 2.443  0.08
H -0.023 0.589 0.660  0.09
H -0.022 1.579 2.118  0.10
H -1.941 2.892 1.210  0.11
H -0.466 3.037 0.258  0.11
H -2.564 2.813 -1.085  0.11
H -2.789 1.186 -0.446  0.11
H -0.145 1.787 -1.740  0.14
H -2.787 1.460 -3.207  0.12
H -1.256 1.000 -3.945  0.11
H -0.399 3.313 -3.692  0.07
H -1.898 3.289 -4.621  0.07
H -1.912 3.809 -2.938  0.07
H 0.742 -0.048 -2.694  0.15
H 0.315 -2.389 -3.456  0.12
H -0.544 -2.573 -1.905  0.12
H 1.723 -3.581 -1.812  0.12
H 2.456 -2.035 -2.269  0.11
H 0.228 -3.567 0.316  0.12
H 0.159 -2.786 2.679  0.12
H 3.488 -0.776 5.061  0.06
H 2.563 -2.128 5.344  0.06
H 2.940 0.284 1.775  0.12
H 3.036 -0.478 -0.594  0.11



Computed, not measured: a molecular structure, C14H6Br2N4S2Se2Te2Ti, with ωB97M-V/def2-TZVPD.

Summary:
Multiplicity ... 1
Net charge ... -2
Energy relative to the best compared isomer or geometry (same formula, charge and spin) ... 79.66 kJ/mol
Highest occupied orbital energy (spin up / spin down) ... -1.02 / -0.99 eV
Molecular weight ... 915.159 g/mol
LUMO energy (spin up / spin down) ... 3.56 / 3.56 eV
Largest force on an atom ... 0.01530 Eh/bohr

Last column: Löwdin charge in e.
CARTESIAN COORDINATES (ANGSTROEM)
Ti 0.873 0.460 -0.795  -0.05
Se -1.189 -1.020 2.805  -0.18
Te -1.985 3.036 2.824  -0.26
Te -0.229 1.145 2.232  0.05
Se 1.285 -0.137 -2.932  0.03
S 2.954 0.857 0.412  0.52
C 2.740 2.480 -0.170  -1.11
S 1.189 2.867 -0.821  0.54
C 3.766 3.406 -0.110  -0.39
C 3.608 4.735 -0.600  -0.27
N 3.516 5.818 -0.985  0.12
C 5.045 3.074 0.420  -0.28
N 6.084 2.829 0.857  0.12
Br -5.852 -0.207 -0.396  0.70
C -3.974 0.003 -0.501  -0.68
C -3.439 1.280 -0.725  -0.11
C -2.079 1.393 -0.789  -0.18
N -1.242 0.342 -0.643  -0.10
C -1.769 -0.881 -0.397  -0.30
C -3.155 -1.073 -0.323  -0.08
C -0.791 -1.921 -0.128  -0.31
C -1.109 -3.274 0.084  -0.09
C -0.097 -4.143 0.358  -0.68
Br -0.483 -5.977 0.652  0.71
C 1.233 -3.708 0.437  -0.10
C 1.465 -2.378 0.205  -0.13
N 0.492 -1.499 -0.073  -0.08
H -4.067 2.151 -0.822  0.10
H -1.610 2.357 -0.931  0.09
H -3.558 -2.047 -0.095  0.10
H -2.133 -3.609 0.041  0.10
H 2.041 -4.384 0.666  0.10
H 2.469 -1.975 0.244  0.10



Computed, not measured: 2 unconnected molecules or ions with the total composition C4H12 in a non-equilibrium geometry, with ωB97M-V/def2-TZVPD.

Summary:
SMILES ... CC.CC
Multiplicity ... 1
Net charge ... 0
Energy relative to the best compared isomer or geometry (same formula, charge and spin) ... 158.47 kJ/mol
Highest occupied orbital energy ... -10.58 eV
Molecular weight ... 60.140 g/mol
LUMO energy ... 1.17 eV
Largest force on an atom ... 0.11540 Eh/bohr

Last column: Löwdin charge in e.
CARTESIAN COORDINATES (ANGSTROEM)
C 0.854 -1.001 1.082  -0.18
C 1.828 -2.229 1.226  -0.16
H -0.170 -1.222 1.221  0.02
H 0.967 -0.253 1.911  0.07
H 0.805 -0.367 0.026  0.07
H 1.384 -3.045 1.870  0.07
H 1.989 -2.690 0.261  0.04
H 2.841 -1.887 1.559  0.07
C -1.316 0.875 -1.090  -0.20
C -1.393 2.341 -1.202  -0.19
H -1.875 0.576 -0.306  0.01
H -1.469 0.281 -2.036  0.09
H -0.150 0.532 -0.833  0.08
H -2.152 2.653 -1.989  0.09
H -0.497 2.673 -1.556  0.02
H -1.646 2.760 -0.145  0.11